# 1
Below is a structure of composition C39H38FMnN2O3STe in a non-equilibrium geometry, with properties calculated with ωB97M-V/def2-TZVPD.

Geometry (Å):
Mn  0.001  -0.037  0.054
C  -2.543  3.289  6.137
C  -2.142  4.278  5.044
C  -1.198  5.329  5.624
C  -0.821  6.334  4.547
C  -0.229  5.609  3.378
C  0.702  6.260  2.570
C  1.267  5.593  1.501
F  2.172  6.235  0.729
C  0.930  4.293  1.200
C  -0.017  3.627  1.991
C  -0.434  2.298  1.634
O  0.070  1.728  0.582
C  -1.435  1.707  2.451
C  -1.915  2.375  3.539
N  -1.509  3.617  3.903
C  -0.593  4.289  3.107
C  -2.036  0.352  2.141
O  -2.946  -0.080  2.829
O  -1.553  -0.248  1.119
H  -2.849  3.852  7.014
H  -1.701  2.654  6.407
H  -3.380  2.662  5.841
H  -3.048  4.788  4.680
H  -0.299  4.841  6.007
H  -1.698  5.827  6.456
H  -0.100  7.056  4.934
H  -1.710  6.889  4.228
H  0.979  7.281  2.781
H  1.380  3.780  0.365
H  -2.662  1.884  4.138
C  -3.700  -4.209  2.248
C  -4.161  -4.304  0.786
C  -5.137  -3.159  0.481
C  -4.894  -5.635  0.593
C  -2.952  -4.196  -0.133
C  -2.596  -5.220  -1.016
C  -1.491  -5.125  -1.843
C  -0.720  -3.981  -1.787
S  0.727  -3.590  -2.685
C  0.784  -2.057  -1.864
N  -0.196  -1.853  -0.983
C  -1.053  -2.924  -0.918
C  -2.174  -3.047  -0.100
C  1.777  -1.045  -2.032
C  2.818  -1.106  -2.965
C  3.702  -0.053  -3.067
C  3.556  1.048  -2.235
C  2.543  1.089  -1.288
C  1.614  0.060  -1.149
H  -4.549  -4.348  2.915
H  -3.262  -3.238  2.464
H  -2.963  -4.980  2.464
H  -6.033  -3.259  1.091
H  -5.430  -3.179  -0.568
H  -4.691  -2.193  0.701
H  -5.754  -5.688  1.257
H  -4.240  -6.472  0.824
H  -5.253  -5.732  -0.430
H  -3.180  -6.122  -1.074
H  -1.240  -5.932  -2.514
H  -2.412  -2.230  0.562
H  2.912  -1.979  -3.595
H  4.505  -0.079  -3.789
H  4.241  1.879  -2.311
H  2.481  1.949  -0.636
C  2.737  -2.095  3.502
C  1.534  -2.635  3.082
C  0.819  -2.048  2.049
C  1.280  -0.895  1.401
C  2.491  -0.360  1.849
C  3.207  -0.952  2.880
H  3.298  -2.559  4.303
H  1.142  -3.523  3.557
H  -0.119  -2.508  1.753
H  2.896  0.531  1.385
H  4.145  -0.516  3.193
C  -1.569  3.332  -1.663
Te  -2.130  1.241  -1.554
C  -2.898  1.297  -3.598
H  -1.108  3.542  -2.622
H  -0.864  3.546  -0.869
H  -2.451  3.953  -1.541
H  -3.846  1.821  -3.632
H  -3.048  0.284  -3.950
H  -2.196  1.799  -4.253

energy above the lowest of the compared OMol25 structures with the same formula, charge and spin = 119.0 kJ/mol
strongest force on any atom = 0.0964 Eh/bohr
HOMO level (alpha / beta) = -6.38 / -7.69 eV
2S+1 = 5
HOMO-LUMO gap (alpha / beta) = 0.20941 / 0.25398 hartree
E = -3761.297852 a.u.

Here are the Mulliken charges for atoms 1 to 4, given in e: atom 1 (Mn): -1.20, atom 2 (C): -1.81, atom 3 (C): 0.47, atom 4 (C): -1.02


# 2
Below is a structure of composition C6H7NO in a non-equilibrium geometry, with properties calculated with ωB97M-V/def2-TZVPD.

Geometry (Å):
C  0.075  -2.082  0.101
C  0.003  -0.656  -0.436
C  0.947  0.375  0.206
C  -1.001  0.326  0.230
C  -0.722  1.605  -0.577
C  0.614  1.629  -0.613
H  -0.305  -2.852  -0.612
H  -0.040  -0.785  -1.550
H  1.988  0.158  0.404
H  0.072  -0.391  1.880
H  -2.031  0.025  0.503
H  -1.481  2.261  -0.990
H  1.332  2.291  -1.067
N  -0.002  0.478  1.359
O  0.549  -2.384  1.163

energy above the lowest of the compared OMol25 structures with the same formula, charge and spin = 264.5 kJ/mol
strongest force on any atom = 0.0380 Eh/bohr
HOMO level = -9.06 eV
2S+1 = 1
HOMO-LUMO gap = 0.35747 hartree
E = -362.712730 a.u.

Here are the Mulliken charges for atoms 1 to 4, given in e: atom 1 (C): -0.11, atom 2 (C): -0.28, atom 3 (C): 0.14, atom 4 (C): -0.04


# 3
Below is a cluster of 5 separate species, C8H33B2N2O3 in total in a non-equilibrium geometry, with properties calculated with ωB97M-V/def2-TZVPD.

Geometry (Å):
O  0.803  -0.025  0.796
H  0.966  -0.533  -0.003
H  -0.014  -0.207  1.265
H  1.624  -0.031  1.294
B  3.870  0.635  -1.238
H  4.926  0.582  -1.024
H  3.708  1.080  -2.208
H  3.405  -0.333  -1.129
H  3.460  1.291  -0.486
B  3.123  -1.254  1.856
H  2.694  -1.640  0.945
H  2.928  -0.205  2.018
H  2.751  -1.850  2.675
H  4.196  -1.364  1.828
C  -1.248  -0.153  -2.967
C  0.081  0.505  -2.537
C  -0.102  1.755  -1.705
O  -1.098  2.628  -2.234
C  -1.610  3.672  -1.402
N  1.024  -0.413  -2.029
H  -1.005  -0.963  -3.655
H  -1.879  0.568  -3.485
H  -1.916  -0.543  -2.199
H  0.556  0.993  -3.388
H  0.841  2.282  -1.566
H  -0.281  1.540  -0.651
H  -1.683  3.263  -0.395
H  -2.486  4.129  -1.863
H  -0.854  4.457  -1.385
H  1.962  -0.038  -2.050
H  1.149  -1.301  -2.492
C  -2.725  0.759  1.502
C  -2.136  -0.333  2.418
C  -1.981  -1.766  1.955
O  -1.112  -1.972  0.835
C  -0.952  -3.337  0.495
N  -0.828  0.148  2.859
H  -3.148  1.662  1.942
H  -3.545  0.326  0.929
H  -2.065  0.984  0.665
H  -2.770  -0.185  3.292
H  -2.873  -2.314  1.651
H  -1.607  -2.244  2.860
H  -0.984  -3.998  1.361
H  0.073  -3.382  0.128
H  -1.566  -3.826  -0.260
H  -0.740  -0.197  3.804
H  -0.933  1.146  2.977

strongest force on any atom = 0.1030 Eh/bohr
HOMO level (alpha / beta) = -9.24 / -8.98 eV
2S+1 = 2
HOMO-LUMO gap (alpha / beta) = 0.35245 / 0.16275 hartree
E = -709.063887 a.u.

Here are the Mulliken charges for atoms 1 to 4, given in e: atom 1 (O): -0.14, atom 2 (H): 0.40, atom 3 (H): 0.66, atom 4 (H): 0.01